1.
26
Properties=species:S:1:pos:R:3:forces:R:3:mulliken_charge:R:1 method="wB97M-V/def2-TZVPD" orbital_gap_ev=7.3496 e_tot_ev=-29571.25558 charge=+2
C 0.077118 3.314156 0.638242 0.10 -0.04 -0.02 0.851
H 0.755919 0.588887 1.101898 -0.02 0.04 0.06 0.384
H -0.045297 -2.796178 -2.525508 0.12 -0.19 -0.04 0.361
H -2.018741 3.738871 -1.571296 -0.01 0.05 0.00 0.185
S -1.071697 0.782063 -2.078166 0.27 -0.48 0.01 -0.267
H 1.984206 3.565726 1.565309 -0.01 0.00 0.00 0.349
H -1.462117 -4.605890 1.156405 0.00 -0.01 0.01 0.242
N 0.087476 2.087332 -0.033848 0.15 -0.11 0.23 0.391
C 0.923258 3.642680 1.809586 -0.05 -0.01 -0.04 -1.223
N -1.309899 3.334806 -0.973894 0.01 0.27 0.13 0.175
C 0.686690 -2.671356 -1.713357 -0.38 -0.07 -0.36 -0.975
N -1.457306 -3.598001 1.098221 0.01 -0.10 -0.01 -0.322
N 0.853765 0.914194 0.140100 -0.02 0.45 -0.01 -0.938
H -2.119202 -3.083806 1.664508 0.00 0.01 0.00 0.262
C -0.785713 2.129247 -1.041814 -0.14 0.11 -0.10 0.473
C -0.631651 -2.975679 0.306428 -0.01 0.25 0.00 0.689
H 1.682285 -2.782310 -2.139089 0.01 -0.08 -0.01 0.491
O -0.675709 -1.678917 0.280001 -0.09 -0.59 0.43 -0.773
H 1.832596 1.159082 -0.023834 0.06 -0.10 0.09 0.391
H 0.082358 -4.632385 -0.874775 -0.08 0.03 0.00 0.417
H 1.273767 -3.770893 0.070064 0.01 0.01 0.04 0.302
H 0.710986 4.666759 2.106626 0.00 0.00 0.00 0.351
Ir 0.329239 -0.759501 -1.122514 0.19 0.74 0.02 0.921
N -0.786568 4.080549 0.058212 -0.12 -0.21 -0.25 -0.576
C 0.382935 -3.635542 -0.550627 -0.01 0.02 -0.16 -0.507
H 0.701302 2.986109 2.653124 0.00 0.00 -0.02 0.346

---

2.
19
Properties=species:S:1:pos:R:3:forces:R:3:mulliken_charge:R:1 method="wB97M-V/def2-TZVPD" orbital_gap_ev=11.8865 e_tot_ev=-7895.93440 smiles="CCC[N+]1(C)C=C1" charge=+1
H 2.272113 0.453527 2.147782 -0.77 -0.35 -0.31 0.381
H -2.252098 -2.054668 1.065127 -0.42 2.47 -0.89 0.354
H -3.222358 1.048130 0.297496 -0.70 1.26 0.02 0.392
H 2.618702 1.485337 0.790715 -0.57 0.14 -0.19 0.387
C -2.598494 0.218326 0.369456 -0.22 -0.38 -0.48 -0.123
H -2.296994 -0.849936 -1.920359 -0.74 0.14 -0.68 0.440
C -2.304054 -0.975337 0.629383 1.16 -3.66 1.13 -0.108
H -1.001777 0.436728 -2.315323 -0.78 -0.89 0.96 0.318
H 0.035639 1.417345 0.051331 -0.75 2.13 -0.42 0.381
H -0.620409 -1.276612 -2.038501 0.00 0.19 0.66 0.338
C -0.072436 0.471087 0.462998 -0.77 -2.52 -1.34 -0.861
C 2.335203 0.463503 1.052078 0.21 0.57 -0.42 -1.418
H 3.223922 -0.058337 0.825193 1.13 -0.80 -0.15 0.390
N -1.337278 -0.235068 -0.237859 1.98 1.57 0.40 0.062
H -0.242078 0.429209 1.497204 -0.79 0.25 1.34 0.514
H 1.393342 0.114768 -0.988743 0.38 -1.38 2.46 0.254
C 1.237706 -0.168603 0.165298 0.17 -1.15 -1.11 -0.032
C -1.314993 -0.482778 -1.728609 1.13 0.55 0.04 -0.932
H 1.170939 -1.305550 0.429864 0.35 1.88 -1.04 0.263

---

3.
19
Properties=species:S:1:pos:R:3:forces:R:3:mulliken_charge:R:1 method="wB97M-V/def2-TZVPD" orbital_gap_ev=13.0742 e_tot_ev=-7897.17012 smiles=CC1(C)C[C@@H]2C[N@@H+]21 charge=+1
N -0.895716 -0.118651 0.903311 2.53 -1.31 -1.80 -0.230
H 1.368897 -1.922783 0.387484 0.23 -1.07 -0.05 0.391
H -2.156473 -1.560029 -0.419833 0.30 0.24 0.46 0.373
C -0.211160 -0.547813 -1.231924 -1.48 1.11 -1.36 -0.950
C 1.554903 -0.914371 0.647180 -3.49 1.00 3.22 -1.409
H -0.464499 0.161496 -2.134110 0.79 -1.00 1.86 0.283
C 1.060452 1.367942 -0.130266 -0.70 0.61 -0.58 -1.400
H -0.811726 -0.566795 1.787888 -0.62 -0.15 0.96 0.281
H -1.429999 1.542158 -0.152756 -1.25 -0.41 0.05 0.081
H 1.667619 1.549725 0.749904 -0.78 1.35 0.51 0.409
H 0.242599 1.974681 -0.628891 1.49 0.26 1.35 0.306
H 1.835356 1.293243 -0.847845 0.82 0.06 -1.37 0.458
C 0.604931 0.007578 -0.042964 -1.85 -1.47 -0.24 1.205
H -2.887216 0.570407 0.599463 -0.70 0.43 0.60 0.357
H 1.207711 -0.695861 1.770095 1.45 -1.02 -1.97 0.312
C -1.894717 0.618870 0.235722 0.69 -0.42 -1.49 -0.311
C -1.447459 -0.732806 -0.366327 -0.08 1.87 0.00 0.003
H 0.131564 -1.455261 -1.696749 0.50 -0.41 0.18 0.380
H 2.524935 -0.571734 0.570616 2.15 0.33 -0.36 0.460

---

4.
19
Properties=species:S:1:pos:R:3:forces:R:3:mulliken_charge:R:1 method="wB97M-V/def2-TZVPD" orbital_gap_ev=5.0695 e_tot_ev=-7892.46515 charge=+1
C -0.655499 -0.466776 -0.175489 1.23 -5.46 -0.19 -0.200
H 3.540407 0.654375 -0.171996 -0.18 0.40 -0.04 0.408
H -2.659939 0.171394 -0.104168 -0.43 0.41 0.01 0.128
C 0.480535 -0.949377 -0.644523 0.79 3.76 0.12 0.065
H 2.124588 1.908861 1.490452 -0.03 0.30 0.27 0.311
H 2.867235 -0.807628 0.534545 0.50 0.18 -0.13 0.278
H 1.262493 0.984300 -1.216658 -0.49 -0.15 0.04 0.312
H 2.195186 -0.271440 -1.876587 -0.09 -0.69 0.13 0.407
C 1.951053 0.845493 1.451867 0.95 -0.28 -0.73 -0.914
C 2.628645 0.217826 0.223188 -1.22 -2.26 0.88 -0.412
H -1.466044 -1.199149 -0.342511 -1.13 1.68 -0.04 0.424
H 2.313776 0.327144 2.345814 -0.08 0.46 -0.03 0.314
C 1.628540 -0.020762 -0.980836 0.55 1.30 -1.11 -0.758
H 0.891522 0.653210 1.383804 -0.51 0.15 0.23 0.267
H -5.492878 -0.120080 0.075135 -0.12 -0.33 0.48 0.296
H 0.566371 -2.043852 -0.623736 0.12 -0.03 0.71 0.407
N -4.564114 -0.116748 0.512723 -0.20 0.37 -0.81 -0.417
C -3.726310 0.080034 -0.395698 0.61 0.10 -0.14 -0.199
H -3.885561 0.153170 -1.485333 -0.27 0.10 0.36 0.285

---

5.
19
Properties=species:S:1:pos:R:3:forces:R:3:mulliken_charge:R:1 method="wB97M-V/def2-TZVPD" orbital_gap_ev="9.2102 / 8.4615" e_tot_ev=-7894.64573 charge=+1
H -0.767845 -1.151102 1.072705 0.40 0.01 -0.95 0.417
H -2.637390 1.626181 -0.259111 -0.45 -0.58 1.35 0.309
C 0.566031 -0.992458 -0.537488 2.85 -0.20 0.25 -0.821
N -0.766484 -1.126281 0.023306 -0.70 -1.42 1.63 -0.105
H 3.143157 -0.740406 0.137766 0.13 0.70 -0.31 0.350
H 0.525850 -1.076286 -1.612921 -0.45 -0.23 -0.35 0.300
H 3.107823 1.086168 0.156829 1.42 0.57 0.07 0.418
H -3.474886 0.183885 0.340631 -1.87 -0.79 0.03 0.414
H 2.547941 0.105819 1.515373 -0.28 0.25 -0.39 0.294
C 0.775618 1.500850 -0.319210 -1.23 -1.44 -0.88 -0.615
C -1.549917 0.006003 -0.380775 0.09 0.17 0.29 -0.358
H 1.070478 2.526140 -0.322272 -0.08 0.43 0.22 0.401
C 2.611582 0.188552 0.414579 1.59 -1.52 0.99 -1.321
H -2.307165 0.912009 1.441506 -0.10 0.14 -0.50 0.344
C 1.329952 0.318296 -0.240638 -2.48 -0.64 0.81 0.747
C -2.571942 0.702112 0.392137 1.71 1.71 -0.21 -1.129
H -1.708052 -0.014765 -1.401157 -0.06 0.03 -2.08 0.464
H 1.081338 -1.899169 -0.153578 0.29 0.74 -0.34 0.466
H -0.976083 -2.155552 -0.267689 -0.77 2.08 0.35 0.425

---

6.
19
Properties=species:S:1:pos:R:3:forces:R:3:mulliken_charge:R:1 method="wB97M-V/def2-TZVPD" orbital_gap_ev=8.2584 e_tot_ev=-7896.23378 charge=+1
C -2.294161 0.957740 0.036004 0.29 -1.88 0.48 0.096
H -0.019761 2.058356 0.223744 1.58 -0.96 -0.59 0.298
H -4.171528 -1.467686 0.782296 2.22 0.28 -1.25 0.322
H -2.476736 -2.070200 1.078845 0.07 1.29 -0.43 0.306
H 1.770629 -0.119223 1.620402 0.26 -1.49 1.97 0.326
H 2.057585 1.589136 1.523104 0.07 0.34 0.51 0.354
H 1.776394 -0.268259 -2.147533 -0.53 -0.40 0.25 0.360
C 1.493932 0.489145 -0.157816 0.30 0.79 -0.85 1.044
H 2.940775 -0.952069 -1.084704 0.04 0.70 0.54 0.365
C 1.905377 -0.587684 -1.105120 0.07 -1.53 -0.49 -1.264
H -1.657367 1.853114 0.072225 -0.92 -0.24 -0.28 0.437
H -2.931845 -1.984718 -0.696819 -0.77 1.15 2.48 0.305
H 1.365730 -1.548572 -0.840580 0.12 1.07 -0.65 0.240
C -3.062517 -1.433621 0.368355 -2.15 -3.62 -1.51 -0.593
H 3.324434 0.527969 0.931422 0.88 -0.53 0.13 0.377
C 0.433359 1.244134 -0.449646 -1.03 1.36 0.53 -1.223
H -0.099965 1.219285 -1.400276 0.28 -0.42 -0.03 0.425
N -2.638092 -0.133824 0.144744 0.73 2.81 0.55 0.094
C 2.283757 0.626977 1.101344 -1.50 1.28 -1.37 -1.268